C5H9N | ωB97M-V/def2-TZVPD

Structure (ORCA input):
```
! RIJCOSX wB97M-V def2-TZVPD def2/J DEFGRID3
* xyz 0 1
C -1.2045 0.0277 0.3529
C -0.4636 -1.2523 -0.1395
C 0.9638 -0.7730 -0.3561
C 1.0400 0.6991 -0.3422
C -0.3555 1.2707 -0.1404
H -2.1986 0.0663 -0.0650
H -1.2628 0.0199 1.4461
H -0.8470 -1.5934 -1.1251
H -0.5357 -2.0811 0.5493
H 1.5871 -1.3561 -0.9930
H 1.0006 -0.0149 1.5801
H 1.7687 1.2492 -0.9266
H -0.4269 2.1421 0.5431
H -0.6910 1.6710 -1.1263
N 1.6251 -0.0752 0.7427
*
```

SMILES string: C1C[C@@H]2N[C@@H]2C1
LUMO energy, eV: 1.160
HOMO, eV: -9.295
E, eV: -6820.05613
Gap between HOMO and LUMO, eV: 10.46

C5H9N | ωB97M-V/def2-TZVPD

Structure (ORCA input):
```
! RIJCOSX wB97M-V def2-TZVPD def2/J DEFGRID3
* xyz 0 1
N -2.6398 1.2010 0.0937
C -1.3105 1.0602 0.7530
C 2.7774 -1.2600 -0.6434
C 1.4517 -1.1634 -0.6722
C 0.7587 0.0216 -0.1481
C -0.4877 -0.1134 0.3381
H -3.0863 0.2876 0.1090
H -3.1666 1.7004 0.8089
H -0.7248 1.9738 0.7235
H -1.5668 0.7943 1.7904
H 3.4150 -2.1345 -0.6990
H 3.3903 -0.3752 -0.4715
H 0.8610 -1.8380 -1.2754
H 1.4459 0.8481 0.0031
H -0.6577 -1.0492 0.8677
*
```

SMILES string: C=C/C=C/CN
LUMO energy, eV: 0.643
HOMO, eV: -8.413
E, eV: -6818.30311
Gap between HOMO and LUMO, eV: 9.06

C5H9N | ωB97M-V/def2-TZVPD

Structure (ORCA input):
```
! RIJCOSX wB97M-V def2-TZVPD def2/J DEFGRID3
* xyz 0 1
C -2.0593 0.0123 0.0947
C 0.0920 -1.1446 0.0227
C 1.5056 -0.6928 0.0253
C 1.5567 0.6444 0.0029
C 0.1428 1.1668 0.0237
H -2.5609 -0.8626 -0.3268
H -2.5833 0.9044 -0.2166
H -2.0796 -0.0502 1.2116
H -0.0538 -1.9521 -0.7189
H -0.2173 -1.5120 1.0454
H 2.3622 -1.3495 0.1138
H 2.4462 1.2364 0.1058
H 0.0019 2.0663 -0.6221
H -0.1004 1.4823 1.0681
N -0.6631 0.0171 -0.3823
*
```

SMILES string: CN1CC=CC1
LUMO energy, eV: 1.190
HOMO, eV: -8.322
E, eV: -6819.89826
Gap between HOMO and LUMO, eV: 9.51

C5H9N | ωB97M-V/def2-TZVPD

Structure (ORCA input):
```
! RIJCOSX wB97M-V def2-TZVPD def2/J DEFGRID3
* xyz 0 1
C 0.1911 -1.2930 -0.7530
C 1.2492 -0.2836 -0.3906
C 0.6052 1.0053 -0.1413
C -0.0013 0.8689 1.3063
C -0.8665 0.6104 0.2167
H 0.3500 -2.4866 -0.5193
H 0.1918 -1.4273 -1.9761
H 2.1138 -0.3732 -1.1275
H 1.2997 -0.8966 0.6190
H 0.8276 1.9522 -0.5869
H -0.5425 1.5672 1.9443
H 0.0996 -0.0875 1.9353
H -1.4481 1.4093 -0.2137
H -1.9054 -0.8009 -0.6046
N -1.1504 -0.6150 -0.1284
*
```

SMILES string: C1C[C@@H]2C[C@@H]2N1
LUMO energy, eV: 1.120
HOMO, eV: -7.870
E, eV: -6816.20388
Gap between HOMO and LUMO, eV: 8.99

C5H9N | ωB97M-V/def2-TZVPD

Structure (ORCA input):
```
! RIJCOSX wB97M-V def2-TZVPD def2/J DEFGRID3
* xyz 0 1
C -1.4404 -1.1402 -0.1974
C -0.8917 0.0308 -0.1021
C 1.0801 0.1992 0.1820
C -1.5384 1.3676 -0.0135
C 1.6768 -1.1461 0.1188
N 1.4934 1.3844 0.1771
H -2.4765 -1.3104 -0.5353
H -0.7689 -2.0790 -0.3226
H -2.1888 1.4121 0.8370
H -0.7611 2.0499 0.2994
H -2.1227 1.6969 -0.8955
H 2.3049 -1.1944 0.9701
H 0.9149 -1.7796 0.1592
H 2.2819 -1.0824 -0.7581
H 2.4367 1.5910 0.0808
*
```

LUMO energy, eV: 1.090
HOMO, eV: -8.874
E, eV: -6817.68663
Gap between HOMO and LUMO, eV: 9.96

C5H9N | ωB97M-V/def2-TZVPD

Structure (ORCA input):
```
! RIJCOSX wB97M-V def2-TZVPD def2/J DEFGRID3
* xyz 0 1
C -2.7501 -0.1658 0.2424
C -1.2604 -0.3103 -0.2269
C -0.4253 0.7321 -0.1738
C 1.0524 0.5341 -0.2849
C 2.0516 0.0675 0.7334
H -3.3788 -0.7073 -0.4179
H -2.9149 -0.4941 1.2064
H -3.0200 0.9771 0.4293
H -0.7781 -1.4394 -0.2834
H -0.8332 1.7391 -0.3653
H 1.4666 1.3554 -0.9936
H 3.2120 0.2399 0.7534
H 1.6991 -0.3299 1.6535
H 2.1965 -0.8088 -1.0913
N 1.4774 -0.8111 -0.3761
*
```

SMILES string: C/C=C/[C@H]1CN1
LUMO energy, eV: 1.104
HOMO, eV: -8.982
E, eV: -6817.88031
Gap between HOMO and LUMO, eV: 10.09

C5H9N | ωB97M-V/def2-TZVPD

Structure (ORCA input):
```
! RIJCOSX wB97M-V def2-TZVPD def2/J DEFGRID3
* xyz 0 1
C 1.1201 0.7015 -0.2522
C -0.2466 -0.9092 0.3185
C -0.7588 0.3959 0.9944
C -0.3784 0.9186 -0.3365
C -0.9292 -0.3745 -0.9480
H 1.6826 0.6826 -1.1020
H 1.6491 1.4600 0.4365
H 1.4316 -1.2909 -0.6348
H -0.5748 -1.9421 0.6320
H -1.8812 0.3400 1.1114
H -0.3077 0.5479 2.0001
H -0.8314 1.9155 -0.6008
H -2.0018 -0.4038 -0.7777
H -0.5818 -0.8259 -1.8609
N 1.2247 -0.6966 0.3055
*
```

LUMO energy, eV: 1.055
HOMO, eV: -9.366
E, eV: -6818.53873
Gap between HOMO and LUMO, eV: 10.42

Ordered energy above the lowest of the compared OMol25 structures with the same formula, charge and spin results: 90.58; 259.72; 105.81; 462.27; 319.20; 300.52; 236.99; unit kJ/mol.